{
  "formula": "C24H25CaN3O3",
  "method": "ωB97M-V with the def2-TZVPD basis set",
  "lumo_energy_ev": [-6.517, -6.509],
  "total_charge": 2,
  "de_lowest_kcal_mol": 33.5,
  "multiplicity": 1,
  "homo_lumo_gap_ha": [0.234, 0.234],
  "homo_energy_ev": [-12.88, -12.88],
  "elements": ["C", "C", "H", "H", "C", "C", "H", "H", "C", "H", "H", "H", "C", "H", "H", "H", "Ca", "O", "C", "O", "C", "O", "N", "C", "C", "H", "H", "H", "H", "C", "C", "H", "H", "H", "C", "C", "N", "C", "C", "C", "C", "C", "C", "C", "C", "C", "N", "C", "H", "H", "H", "H", "H", "H", "H", "H"],
  "positions_angstrom": [[2.56, 1.79, -4.24], [2.26, 1.50, -5.60], [2.99, 2.71, -4.05], [2.99, 0.91, -3.72], [1.24, 0.55, -5.82], [0.55, 0.10, -4.71], [0.98, 0.15, -3.73], [-0.37, -0.45, -4.81], [2.85, 2.19, -6.80], [3.39, 3.11, -6.52], [2.08, 2.53, -7.51], [3.57, 1.64, -7.43], [0.93, 0.00, -7.21], [1.80, -0.46, -7.70], [0.58, 0.75, -7.93], [0.16, -0.78, -7.21], [0.13, -0.97, 1.75], [0.44, 0.06, -0.36], [-0.29, 0.67, -1.22], [-1.96, -0.45, 1.21], [-2.43, -0.01, 0.14], [-3.71, 0.07, -0.03], [-1.70, 0.49, -0.97], [-3.97, 0.80, -1.29], [-2.65, 0.98, -1.97], [-4.45, 1.76, -1.02], [-4.66, 0.18, -1.88], [-2.44, 2.02, -2.18], [-2.59, 0.34, -2.85], [0.08, 1.46, -2.38], [1.27, 2.18, -2.73], [-0.68, 1.62, -3.13], [2.06, 2.01, -1.98], [1.07, 3.25, -2.97], [1.19, 1.81, 5.34], [0.98, 1.26, 4.07], [0.53, 0.00, 3.90], [0.22, -0.77, 4.99], [0.41, -0.24, 6.31], [0.92, 1.05, 6.46], [0.09, -1.09, 7.40], [-0.42, -2.36, 7.24], [-0.68, -2.93, 5.95], [-1.22, -4.20, 5.68], [-1.39, -4.63, 4.38], [-1.00, -3.79, 3.33], [-0.44, -2.57, 3.51], [-0.31, -2.13, 4.80], [1.57, 2.82, 5.40], [1.18, 1.84, 3.16], [1.09, 1.45, 7.46], [0.28, -0.72, 8.40], [-0.64, -2.99, 8.11], [-1.48, -4.85, 6.52], [-1.83, -5.59, 4.14], [-1.14, -4.09, 2.29]],
  "mulliken_charge": [-1.493, 1.494, 0.413, 0.457, 0.921, -1.141, 0.327, 0.298, -1.426, 0.360, 0.356, 0.364, -1.472, 0.347, 0.330, 0.377, 2.064, -0.945, 1.016, -0.781, 0.473, -0.314, 0.306, -0.416, -0.472, 0.268, 0.324, 0.385, 0.181, -0.915, -0.633, 0.280, 0.330, 0.354, -0.696, -0.172, -0.715, 0.358, 1.397, -0.543, -0.894, -0.927, 0.887, -0.540, -0.716, -0.132, -0.506, -0.165, 0.418, 0.429, 0.451, 0.392, 0.386, 0.450, 0.401, 0.419]
}